Formula: C16H21NO3S
Source: the OMol25 dataset
Level of theory: ωB97M-V with the def2-TZVPD basis set

- LUMO energy (eV) = 0.73
- max |F| (eV/Å) = 0.57
- 2S+1 = 1
- net charge = 0
- Kohn-Sham gap (eV) = 9.1
- HOMO level (eV) = -8.332

Geometry (Å):
C -1.1230 2.7015 -4.0743
C -0.2364 3.7472 -3.4132
H 0.6090 3.9930 -4.0638
H -0.8014 4.6510 -3.1773
O 0.2653 3.2866 -2.1570
C 1.3453 2.4988 -2.1817
O 1.9268 2.1911 -3.1886
C 1.7370 2.0870 -0.7705
C 0.5753 1.3631 -0.0787
H -0.3364 1.9551 -0.1583
H 0.8131 1.2303 0.9781
C 0.3576 -0.0138 -0.7103
N 1.5706 -0.7912 -0.6265
C 1.8087 -1.8597 0.1599
O 2.8964 -2.4003 0.2188
C 0.6389 -2.4242 0.9565
H -0.2324 -2.5968 0.3240
H 0.9782 -3.3568 1.4075
S 0.1758 -1.2688 2.2960
C -1.3047 -1.9758 2.9643
C -1.7552 -3.2546 2.6722
C -2.9236 -3.7168 3.2543
C -3.6410 -2.9194 4.1277
C -3.1833 -1.6447 4.4240
C -2.0231 -1.1718 3.8453
H -1.6579 -0.1806 4.0674
H -3.7342 -1.0154 5.1070
H -4.5499 -3.2889 4.5775
H -3.2689 -4.7135 3.0216
H -1.2073 -3.9009 2.0049
C 2.6747 -0.1821 -1.3435
C 2.9845 1.2009 -0.7714
H 3.7684 1.6633 -1.3713
H 3.3437 1.0927 0.2533
H 3.5392 -0.8393 -1.2436
H 2.4074 -0.0933 -2.3999
H -0.4692 -0.5172 -0.2137
H 0.1040 0.1042 -1.7714
H 1.9422 3.0170 -0.2289
H -1.5474 3.1088 -4.9872
H -0.5366 1.8206 -4.3241
H -1.9304 2.4137 -3.4048

Forces on the atoms, in the same order (eV/Å):
0.271 0.146 0.276
-0.085 0.029 -0.532
-0.149 0.047 0.122
0.107 -0.087 -0.023
-0.196 0.062 0.245
0.239 -0.002 0.323
0.024 -0.013 -0.198
0.094 0.003 0.043
-0.078 -0.018 -0.165
-0.008 -0.006 0.067
-0.041 0.019 -0.021
-0.346 0.232 0.231
0.081 0.178 -0.248
-0.252 -0.271 0.118
0.234 -0.191 0.176
-0.201 0.075 0.524
0.009 -0.034 -0.040
-0.011 0.070 -0.215
0.111 -0.119 -0.040
0.271 0.034 -0.207
0.037 0.011 -0.029
-0.098 -0.057 0.028
-0.073 -0.071 0.020
-0.016 0.015 0.042
0.091 -0.033 -0.057
-0.013 0.146 0.048
-0.047 0.056 0.056
-0.076 -0.028 0.037
-0.041 -0.078 -0.009
0.062 -0.032 -0.057
0.517 -0.012 -0.042
-0.161 0.017 -0.270
0.048 0.005 0.052
0.030 0.009 0.024
-0.136 0.098 -0.086
0.029 -0.043 0.069
0.047 -0.009 -0.091
-0.062 -0.053 0.029
-0.040 -0.037 -0.059
-0.076 0.024 -0.114
0.011 -0.064 -0.048
-0.103 -0.018 0.019